(1)
Entry from OMol25: a 8-piece molecular cluster, C36H65F13O17S2 overall at a distorted geometry (the ωB97M-V functional and the def2-TZVPD basis).

Each line ends with the Mulliken charge.
Element x y z (Å)
C 6.216 1.232 -2.078  -0.403
C 5.716 2.486 -2.835  -0.265
O 5.331 3.608 -2.003  -0.293
S 4.248 3.257 -0.842  0.715
O 4.678 3.929 0.341  -0.630
O 2.906 4.132 -1.346  -0.326
C 1.772 3.707 -0.556  -1.222
C 0.532 3.547 -1.439  -0.568
C 0.742 2.696 -2.677  1.155
F 1.808 1.893 -2.542  -0.390
F 0.993 3.460 -3.739  -0.335
C -0.447 1.736 -2.966  0.475
F 0.014 0.839 -3.844  -0.345
F -0.813 1.044 -1.896  -0.267
C -1.645 2.459 -3.693  0.657
F -1.705 3.747 -3.414  -0.262
F -1.335 2.415 -4.987  -0.316
C -3.023 1.737 -3.585  0.481
F -2.901 0.449 -3.582  -0.224
F -3.698 2.005 -4.679  -0.278
S -4.104 2.284 -2.128  1.418
F -2.854 2.717 -1.282  -0.302
F -4.312 3.713 -2.736  -0.334
F -5.410 1.818 -2.906  -0.343
F -4.058 0.836 -1.502  -0.291
F -4.995 2.710 -0.906  -0.279
H 7.193 0.942 -2.496  -0.190
H 6.370 1.384 -1.012  0.384
H 5.541 0.406 -2.299  0.349
H 6.539 2.835 -3.452  0.329
H 4.934 2.197 -3.538  0.217
H 2.009 2.722 -0.140  0.636
H 1.580 4.449 0.214  0.669
H 0.235 4.554 -1.726  0.374
H -0.284 3.135 -0.846  0.197
O 9.143 0.658 -3.051  -0.649
C 9.329 -0.419 -3.572  0.884
O 8.865 -1.535 -3.008  -0.382
C 8.868 -2.804 -3.694  -0.193
C 10.185 -3.520 -3.456  -1.013
C 10.176 -0.546 -4.815  -1.177
H 8.631 -2.684 -4.747  0.368
H 8.050 -3.375 -3.260  0.137
H 11.023 -2.961 -3.877  0.288
H 10.173 -4.506 -3.902  0.376
H 10.371 -3.619 -2.384  0.293
H 11.206 -0.755 -4.529  0.288
H 10.145 0.402 -5.346  0.321
H 9.818 -1.307 -5.506  0.394
O 0.823 -4.310 -0.041  -0.603
C -0.261 -3.802 0.044  0.796
O -1.242 -4.222 -0.784  -0.390
C -2.611 -3.872 -0.629  -0.513
C -2.937 -2.582 -1.338  -0.747
C -0.541 -2.650 0.977  -0.609
H -2.896 -3.849 0.424  0.311
H -3.173 -4.689 -1.083  0.336
H -2.393 -1.741 -0.907  0.145
H -4.005 -2.368 -1.277  0.390
H -2.652 -2.644 -2.389  0.329
H -0.397 -1.712 0.441  0.079
H 0.165 -2.694 1.799  0.331
H -1.530 -2.681 1.414  0.186
O -1.560 -1.774 3.387  -0.630
C -1.840 -2.412 4.369  0.661
O -0.869 -2.748 5.233  -0.358
C -1.123 -3.298 6.532  -0.363
C -1.235 -4.807 6.488  -0.936
C -3.236 -2.932 4.607  -1.071
H -1.996 -2.832 6.991  0.364
H -0.265 -3.013 7.140  0.320
H -2.087 -5.129 5.888  0.201
H -1.353 -5.210 7.494  0.369
H -0.341 -5.240 6.038  0.301
H -3.320 -3.942 4.206  0.217
H -3.937 -2.286 4.083  0.479
H -3.528 -2.921 5.655  0.406
O 8.470 -4.985 -5.191  -0.501
C 7.562 -5.742 -5.000  0.789
O 6.638 -5.903 -5.957  -0.351
C 5.653 -6.937 -5.933  -0.390
C 4.419 -6.506 -5.186  -0.956
C 7.378 -6.445 -3.676  -1.171
H 6.071 -7.866 -5.543  0.349
H 5.402 -7.124 -6.976  0.299
H 4.631 -6.309 -4.135  0.263
H 3.651 -7.278 -5.242  0.355
H 4.023 -5.584 -5.613  0.294
H 6.718 -5.853 -3.041  0.308
H 8.350 -6.524 -3.194  0.328
H 6.992 -7.457 -3.772  0.393
O -3.966 5.424 2.998  -0.577
C -4.898 5.772 2.327  0.689
O -5.697 6.771 2.751  -0.380
C -6.676 7.402 1.921  -0.351
C -8.005 6.678 1.978  -0.970
C -5.234 5.038 1.053  -0.738
H -6.310 7.515 0.900  0.341
H -6.793 8.408 2.321  0.316
H -7.927 5.665 1.583  0.272
H -8.758 7.215 1.399  0.354
H -8.348 6.596 3.009  0.292
H -5.964 4.258 1.265  0.275
H -4.322 4.575 0.689  0.115
H -5.599 5.684 0.256  0.350
O -5.461 -5.427 5.795  -0.558
C -6.394 -5.142 5.095  0.804
O -7.282 -4.218 5.503  -0.361
C -8.281 -3.648 4.651  -0.345
C -9.551 -4.473 4.650  -0.984
C -6.648 -5.873 3.797  -1.069
H -7.892 -3.486 3.645  0.313
H -8.489 -2.662 5.064  0.330
H -9.382 -5.469 4.241  0.271
H -10.324 -3.984 4.056  0.358
H -9.920 -4.601 5.668  0.292
H -7.325 -6.707 3.979  0.291
H -5.699 -6.264 3.436  0.311
H -7.043 -5.235 3.009  0.356
O 1.295 5.152 1.906  -0.673
C 0.638 5.993 2.458  0.937
O -0.052 6.879 1.715  -0.415
C -1.042 7.768 2.242  -0.165
C -0.434 9.073 2.712  -1.111
C 0.637 6.143 3.960  -1.219
H -1.635 7.282 3.018  0.246
H -1.722 7.965 1.414  0.299
H 0.255 8.917 3.543  0.281
H -1.213 9.763 3.036  0.378
H 0.135 9.538 1.907  0.307
H 1.396 6.869 4.249  0.307
H 0.890 5.180 4.397  0.326
H -0.331 6.429 4.366  0.368

Values from the calculation:
energy	-4784.32703	a.u.
Kohn-Sham gap	9.05	eV
LUMO energy	0.09	eV
F_max	0.04037	hartree/bohr

---

(2)
Entry from OMol25: C36H66BBrF12INO16S as an isolated structure at a distorted geometry (the ωB97M-V functional and the def2-TZVPD basis).

Each line ends with the Mulliken charge.
Element x y z (Å)
C 0.103 1.563 4.517  -0.938
C -1.068 0.975 4.193  -0.390
C -2.270 1.699 3.569  -0.813
C -2.698 0.946 2.298  -0.900
C -2.242 1.701 0.989  -0.636
I -0.186 2.191 0.903  0.179
S -3.278 3.130 0.740  1.549
O -3.126 3.514 -0.629  -0.664
O -2.961 4.193 1.637  -0.674
O -4.778 2.580 0.861  -0.320
C -5.167 1.694 1.901  -0.296
Br -5.269 2.877 3.511  -0.090
C -6.657 1.356 1.513  1.226
F -6.712 1.401 0.158  -0.315
F -7.090 0.157 1.880  -0.218
C -7.790 2.375 1.917  0.336
F -8.200 2.246 3.172  -0.210
F -7.526 3.623 1.560  -0.206
F -8.852 1.993 1.163  -0.288
C -4.192 0.527 2.179  0.981
B -4.520 -0.180 3.628  0.864
N -5.809 -0.123 4.302  -0.436
O -3.480 -0.907 4.147  -0.583
C -4.319 -0.742 1.280  -0.219
F -5.226 -1.604 1.829  -0.314
F -3.168 -1.475 1.361  -0.414
C -4.636 -0.673 -0.253  0.411
F -4.370 0.494 -0.841  -0.199
F -5.923 -1.033 -0.425  -0.317
C -3.857 -1.753 -1.085  0.640
F -4.369 -1.658 -2.337  -0.287
F -2.556 -1.487 -1.202  -0.238
F -4.130 -2.986 -0.680  -0.245
H 1.020 1.150 4.108  0.278
H 0.205 2.439 5.145  0.286
H -1.251 -0.076 4.396  0.337
H -1.922 2.706 3.378  0.571
H -3.008 1.798 4.362  0.361
H -2.056 0.074 2.284  1.082
H -2.389 0.971 0.205  0.639
H -5.818 0.585 5.023  0.143
H -6.096 -1.004 4.706  0.182
H -3.855 -1.702 4.544  0.176
C -5.551 -7.828 5.189  -0.800
O -4.216 -7.450 4.940  -0.291
C -4.081 -6.373 4.029  -0.623
C -3.028 -5.381 4.474  -0.217
O -3.369 -4.594 5.609  -0.302
C -3.460 -5.229 6.878  -0.363
C -2.153 -5.734 7.449  -0.564
O -1.676 -6.871 6.753  -0.299
C -0.285 -6.867 6.521  -0.808
H -5.957 -8.411 4.355  0.321
H -5.558 -8.447 6.085  0.237
H -6.188 -6.955 5.370  0.362
H -5.035 -5.853 3.895  0.335
H -3.773 -6.788 3.060  0.386
H -2.905 -4.660 3.661  0.389
H -2.060 -5.865 4.607  0.078
H -4.216 -6.015 6.869  0.113
H -3.827 -4.452 7.554  0.389
H -2.316 -6.019 8.496  0.405
H -1.415 -4.924 7.427  0.335
H 0.062 -5.888 6.171  0.371
H -0.072 -7.600 5.745  0.241
H 0.268 -7.143 7.426  0.314
C 3.297 -6.478 -1.368  -0.819
O 2.348 -5.458 -1.584  -0.265
C 2.710 -4.539 -2.600  -0.562
C 1.537 -4.183 -3.489  -0.103
O 1.093 -5.215 -4.354  -0.461
C 0.445 -6.349 -3.800  -0.321
C -0.923 -6.090 -3.206  -0.506
O -0.843 -5.362 -1.993  -0.291
C -1.823 -4.358 -1.856  -0.976
H 4.156 -6.103 -0.800  0.314
H 2.812 -7.265 -0.792  0.232
H 3.644 -6.909 -2.313  0.377
H 3.522 -4.938 -3.217  0.351
H 3.063 -3.621 -2.112  0.373
H 1.875 -3.385 -4.156  0.415
H 0.711 -3.771 -2.906  -0.064
H 1.091 -6.863 -3.087  0.106
H 0.304 -7.030 -4.643  0.413
H -1.402 -7.055 -2.994  0.372
H -1.538 -5.559 -3.941  0.309
H -1.934 -3.776 -2.778  0.402
H -1.511 -3.683 -1.062  0.293
H -2.788 -4.796 -1.584  0.367
C -1.520 4.830 -3.967  -0.762
O -0.171 5.175 -4.209  -0.251
C -0.002 6.205 -5.167  -0.560
C 1.063 7.193 -4.734  -0.208
O 0.712 8.016 -3.630  -0.482
C 0.583 7.398 -2.358  -0.200
C 1.868 6.870 -1.758  -0.537
O 2.330 5.725 -2.453  -0.288
C 3.724 5.701 -2.660  -0.918
H -1.910 4.205 -4.777  0.341
H -1.563 4.273 -3.032  0.157
H -2.143 5.724 -3.855  0.380
H -0.944 6.738 -5.340  0.341
H 0.314 5.746 -6.113  0.375
H 1.222 7.884 -5.566  0.423
H 2.014 6.688 -4.563  0.024
H -0.182 6.621 -2.380  0.002
H 0.212 8.183 -1.694  0.435
H 1.684 6.584 -0.714  0.391
H 2.625 7.663 -1.763  0.333
H 4.100 6.675 -2.992  0.380
H 3.945 4.974 -3.441  0.304
H 4.247 5.401 -1.744  0.312
C 10.588 5.799 -2.163  -0.804
O 9.808 4.625 -2.199  -0.282
C 8.518 4.772 -1.632  -0.636
C 7.449 4.085 -2.456  -0.211
O 7.157 4.702 -3.703  -0.359
C 8.140 4.661 -4.727  -0.324
C 8.419 3.292 -5.311  -0.559
O 9.123 2.460 -4.406  -0.291
C 8.672 1.126 -4.378  -0.807
H 10.989 5.974 -1.159  0.317
H 11.419 5.665 -2.855  0.234
H 10.012 6.673 -2.485  0.369
H 8.260 5.831 -1.517  0.350
H 8.536 4.309 -0.637  0.384
H 6.518 4.143 -1.886  0.373
H 7.666 3.024 -2.585  0.094
H 9.062 5.146 -4.405  0.103
H 7.730 5.276 -5.531  0.409
H 9.035 3.416 -6.211  0.390
H 7.471 2.830 -5.609  0.342
H 7.578 1.071 -4.355  0.371
H 9.054 0.662 -3.469  0.237
H 9.043 0.564 -5.242  0.313

Values from the calculation:
energy	-7162.73084	a.u.
Kohn-Sham gap	8.26	eV
LUMO energy	-0.15	eV
F_max	0.07218	hartree/bohr